94
Properties=species:S:1:pos:R:3 method="wB97M-V/def2-TZVPD" spin_multiplicity=1 lumo_ev=-4.53 charge=+1 de_lowest_kj_mol=167.8
Rh -0.320 -1.231 -0.744
C -2.230 2.216 -0.102
N -2.696 1.789 -1.409
C -2.963 2.584 -2.489
C -3.291 1.756 -3.515
N -3.225 0.465 -3.072
B -3.705 -0.726 -3.957
N -2.884 -2.047 -3.779
C -3.471 -3.225 -4.157
C -2.519 -4.191 -4.203
N -1.340 -3.600 -3.840
C -0.029 -4.220 -3.790
C -1.586 -2.293 -3.578
S -0.332 -1.195 -3.143
C -2.858 0.498 -1.788
S -2.682 -0.839 -0.724
H -2.162 3.301 -0.084
H -1.249 1.787 0.099
H -2.914 1.875 0.672
H -2.903 3.657 -2.450
H -3.586 1.984 -4.523
H -4.839 -0.971 -3.659
H -3.581 -0.387 -5.100
H -4.518 -3.272 -4.393
H -2.591 -5.225 -4.489
H -0.124 -5.277 -4.024
H 0.403 -4.096 -2.799
H 0.629 -3.750 -4.519
C 0.005 -6.725 0.054
C -1.494 -6.913 -0.169
C -2.141 -5.813 -0.993
S -2.185 -4.051 -0.468
O -0.795 -3.493 -0.719
C -2.511 -4.058 1.332
C -1.574 -4.735 2.330
C -0.221 -4.042 2.477
H 0.357 -7.403 0.830
H 0.243 -5.706 0.357
H 0.559 -6.943 -0.861
H -2.021 -7.026 0.778
H -1.657 -7.845 -0.718
H -3.205 -6.018 -1.135
H -1.674 -5.753 -1.977
H -3.523 -4.470 1.380
H -2.562 -2.985 1.540
H -1.432 -5.782 2.079
H -2.088 -4.710 3.295
H 0.222 -3.813 1.513
H 0.477 -4.669 3.030
H -0.333 -3.106 3.022
Br -1.381 -0.265 2.693
C 0.280 0.602 3.010
C 0.233 1.840 3.635
C 1.411 2.489 3.957
C 2.632 1.899 3.669
C 2.670 0.670 3.035
C 1.496 0.011 2.682
C 1.654 -1.333 1.950
O 2.511 -2.091 2.353
O 0.876 -1.521 0.942
H -0.725 2.277 3.881
H 1.374 3.451 4.446
H 3.555 2.392 3.942
H 3.611 0.181 2.815
C 0.929 7.102 3.962
C 1.748 6.444 2.888
C 1.332 6.418 1.562
C 2.123 5.858 0.568
C 3.343 5.292 0.899
N 4.244 4.824 -0.122
C 4.760 3.552 -0.144
O 5.915 3.296 -0.376
N 3.827 2.508 0.089
C 2.678 2.285 -0.652
C 2.171 3.192 -1.586
C 1.026 2.869 -2.288
C 0.389 1.670 -2.039
N 0.867 0.788 -1.158
C 1.993 1.070 -0.509
C 3.756 5.273 2.226
C 2.967 5.848 3.205
H 0.209 7.801 3.540
H 1.574 7.638 4.656
H 0.376 6.355 4.536
H 0.385 6.872 1.296
H 1.803 5.894 -0.465
H 4.950 5.508 -0.360
H 4.291 1.673 0.418
H 2.694 4.116 -1.782
H 0.637 3.542 -3.039
H -0.498 1.389 -2.589
H 2.403 0.299 0.127
H 4.719 4.845 2.478
H 3.313 5.863 4.232

***

14
Properties=species:S:1:pos:R:3 method="wB97M-V/def2-TZVPD" spin_multiplicity=3 s2=2.010 lumo_ev="0.72 / -2.53" charge=0 de_lowest_kj_mol=272.9
C 1.346 -0.907 0.280
C 1.581 0.926 -0.215
C 0.408 0.151 0.503
C -1.233 -0.055 -0.278
N 2.356 -0.285 -0.222
O -2.098 0.905 -0.003
O -1.622 -1.344 -0.001
H 1.347 -2.016 0.592
H 1.368 1.283 -1.177
H 2.041 1.762 0.224
H 0.106 0.378 1.486
H -1.105 0.062 -1.448
H -2.390 0.841 0.901
H -2.107 -1.701 -0.643

***

13
Properties=species:S:1:pos:R:3 method="wB97M-V/def2-TZVPD" spin_multiplicity=1 lumo_ev=0.86 charge=0 de_lowest_kj_mol=564.1
O -2.671 -1.021 0.411
C -1.545 -0.971 -0.035
C -0.517 0.794 0.947
N 0.491 0.653 0.105
C 0.909 0.618 -1.118
C 1.723 -0.116 -0.144
H -0.730 -1.644 0.323
H -0.418 0.463 1.970
H -1.323 1.456 0.654
H 0.739 1.103 -2.061
H -1.249 -0.404 -0.951
H 1.627 -1.202 -0.042
H 2.653 0.299 0.253

***

67
Properties=species:S:1:pos:R:3 method="wB97M-V/def2-TZVPD" spin_multiplicity=1 lumo_ev=-6.74 charge=+2 de_lowest_kj_mol=0.0
Os -0.127 0.596 -0.749
O -5.168 -4.056 -0.489
C -4.686 -3.563 0.535
O -4.884 -3.683 1.747
C -3.525 -2.565 0.220
C -2.852 -1.922 1.249
C -1.847 -1.031 0.942
N -1.509 -0.795 -0.339
C -2.157 -1.397 -1.350
C -3.175 -2.292 -1.094
C -1.697 -1.006 -2.690
C -2.239 -1.595 -3.823
C -1.793 -1.222 -5.075
C -0.794 -0.267 -5.152
C -0.297 0.271 -3.985
N -0.724 -0.060 -2.755
C -1.077 -0.250 1.921
C -1.266 -0.404 3.284
C -0.524 0.356 4.170
C 0.390 1.260 3.658
C 0.528 1.363 2.288
N -0.175 0.631 1.414
H -3.180 -2.160 2.255
H -3.749 -2.810 -1.853
H -3.009 -2.344 -3.716
H -2.212 -1.670 -5.966
H -0.395 0.065 -6.100
H 0.490 0.998 -4.072
H -1.989 -1.121 3.644
H -0.658 0.241 5.237
H 1.000 1.878 4.300
H 1.233 2.055 1.877
O 5.494 1.194 1.317
C 4.647 1.150 0.525
O 3.232 0.942 0.863
C 4.509 1.272 -0.992
P 2.737 1.026 -0.666
C 1.661 2.411 -0.864
C 0.969 2.585 -2.073
C 0.225 3.757 -2.296
C 0.197 4.737 -1.340
C 0.947 4.603 -0.153
C 1.681 3.474 0.082
C 2.045 -0.486 -1.260
C 1.356 -1.308 -0.337
C 0.887 -2.564 -0.783
C 1.096 -2.965 -2.077
C 1.827 -2.157 -2.973
C 2.308 -0.939 -2.578
H 5.034 0.482 -1.527
H 4.808 2.250 -1.368
H 1.164 1.920 -2.891
H -0.278 3.894 -3.244
H -0.352 5.652 -1.521
H 0.975 5.415 0.561
H 2.312 3.421 0.958
H 1.414 -1.110 0.725
H 0.392 -3.222 -0.080
H 0.743 -3.936 -2.401
H 2.037 -2.519 -3.971
H 2.899 -0.338 -3.260
C -3.886 3.218 -0.425
C -2.650 2.464 -0.548
N -1.680 1.863 -0.643
H -4.295 3.418 -1.415
H -3.696 4.158 0.091
H -4.606 2.632 0.147

***

15
Properties=species:S:1:pos:R:3 method="wB97M-V/def2-TZVPD" spin_multiplicity=1 lumo_ev=0.35 charge=0 de_lowest_kj_mol=628.1
C 0.704 0.242 -1.621
C 2.186 -0.171 -1.567
C 0.052 -0.245 0.671
C 1.266 -0.846 -2.571
C -1.013 0.717 1.133
C -1.168 0.187 2.535
N 0.711 -0.436 -0.400
S 0.010 -1.246 2.125
H 0.249 1.213 -1.938
H 0.997 -1.947 -2.556
H 1.553 -0.464 -3.525
H -0.848 1.756 1.020
H -1.729 0.530 0.451
H -0.819 0.974 3.345
H -2.151 -0.264 2.898

***

86
Properties=species:S:1:pos:R:3 method="wB97M-V/def2-TZVPD" spin_multiplicity=1 lumo_ev=-4.66 charge=+1
C 3.178 -2.318 0.581
C 2.303 -1.071 0.443
C 2.722 0.001 -0.562
N 1.251 -0.834 1.147
C 0.275 -1.926 1.318
C 0.045 -2.798 0.113
C -0.457 -1.995 -1.093
N -0.915 -0.627 -0.723
C -1.465 -0.538 0.537
N -2.507 0.343 0.751
N -1.014 -1.219 1.580
H 3.017 -2.931 -0.313
H 2.830 -2.906 1.425
H 4.244 -2.110 0.619
H 3.704 0.410 -0.345
H 2.642 -0.350 -1.589
H 2.036 0.849 -0.457
H 0.541 -2.522 2.192
H 0.895 -3.418 -0.148
H -0.752 -3.501 0.367
H -1.317 -2.515 -1.510
H 0.281 -1.940 -1.886
H -0.118 0.014 -0.774
H -3.479 0.062 0.705
H -2.244 1.306 0.900
H -0.875 -0.569 2.356
O -3.731 -3.973 0.245
H -3.006 -3.477 0.638
H -4.008 -4.577 0.948
O 2.175 -2.245 -3.918
H 1.388 -1.888 -4.341
H 2.554 -2.833 -4.581
O -3.937 1.548 -1.806
H -3.252 1.255 -1.194
H -4.498 0.778 -1.931
O -2.952 -6.819 0.110
H -3.050 -6.025 -0.430
H -2.302 -6.582 0.778
O -4.924 -1.068 -0.134
H -4.639 -1.734 0.504
H -5.218 -1.596 -0.884
O -5.241 3.112 0.709
H -6.083 3.474 0.410
H -5.001 2.464 0.037
O 4.210 1.480 1.756
H 3.325 1.125 1.863
H 4.094 2.425 1.912
O 6.307 -1.225 0.682
H 6.671 -1.029 -0.190
H 5.620 -0.559 0.803
O -2.110 -4.501 -2.639
H -2.951 -4.208 -3.005
H -1.797 -5.160 -3.268
O 1.055 2.974 0.047
H 0.829 3.337 -0.818
H 0.246 2.544 0.338
O 4.794 -1.772 -2.029
H 4.848 -2.487 -1.388
H 4.205 -2.115 -2.709
O 3.452 -0.860 3.333
H 4.082 -0.174 3.584
H 2.718 -0.379 2.940
O 6.703 2.972 0.256
H 6.480 3.316 -0.616
H 5.900 2.536 0.556
O 9.206 1.804 -1.369
H 8.694 1.927 -0.560
H 10.115 1.983 -1.110
O 5.750 -4.305 -2.559
H 6.610 -3.880 -2.469
H 5.953 -5.245 -2.596
O 2.544 2.810 3.649
H 2.656 2.356 4.492
H 1.612 3.052 3.635
O -7.974 4.798 0.426
H -8.843 4.473 0.688
H -8.044 5.759 0.521
O -3.577 3.674 3.046
H -3.470 3.029 3.751
H -4.282 3.315 2.487
O -6.010 7.380 0.496
H -5.143 7.789 0.428
H -5.822 6.435 0.502
O -9.544 6.115 -1.672
H -9.298 6.346 -2.572
H -8.909 5.436 -1.415